This record from the OMol25 dataset describes C6H10 as an isolated structure. The level of theory is ωB97M-V/def2-TZVPD.

Properties
ΔE to the lowest compared entry with this formula, charge and spin   4.670 eV
E_HOMO   -8.24 eV
Largest force on an atom   0.29 eV/Å
LUMO energy   0.8 eV
E   -6379.1899 eV

Atoms and positions in Å:
C1 0.1958 -1.6122 0.9758
C2 -0.5728 -0.8663 -0.0920
C3 -1.0734 0.5532 0.2587
C4 -0.2350 1.4008 -0.6715
C5 1.2230 1.1867 -0.4990
C6 0.5159 0.4044 -1.5741
H1 -0.4660 -1.8339 1.8213
H2 0.5931 -2.5566 0.5922
H3 1.0332 -1.0217 1.3646
H4 -1.3668 -1.4767 -0.5291
H5 -2.1446 0.6472 0.0520
H6 -0.9321 0.7995 1.3226
H7 -0.6252 2.3183 -1.1045
H8 1.6235 0.7638 0.4202
H9 1.8964 1.8980 -0.9732
H10 0.1071 -0.8127 -1.0782

This record from the OMol25 dataset describes one molecule with the formula C2H5N3O3 at a distorted geometry. The level of theory is ωB97M-V/def2-TZVPD.

Properties
ΔE to the lowest compared entry with this formula, charge and spin   6.024 eV
E_HOMO   -9.17 eV
SMILES   [H]/N=C(/NO)ONC=O
Largest force on an atom   8.39 eV/Å
LUMO energy   0.3 eV
E   -12761.5774 eV

Atoms and positions in Å:
H1 0.3582 -1.9983 -0.1586
N1 -0.0362 -1.5991 -1.1101
C1 0.2947 -0.3649 -0.9113
N2 0.1002 0.7257 -1.8213
O1 0.6214 2.0231 -1.4452
O2 0.5444 0.1906 0.3412
N3 0.5459 -0.9170 1.1398
C2 -0.6268 -0.6011 2.0803
O3 -1.6072 0.2194 1.7799
H2 0.1851 0.4267 -2.8557
H3 -0.2751 2.6450 -1.5962
H4 1.5196 -0.8606 1.6591
H5 -0.5338 -1.3496 3.0709

This record from the OMol25 dataset describes one molecule with the formula C2H4Cl4Si at a distorted geometry. The level of theory is ωB97M-V/def2-TZVPD.

Properties
ΔE to the lowest compared entry with this formula, charge and spin   3.312 eV
E_HOMO   -10.34 eV
SMILES   C[Si](Cl)(Cl)C(Cl)Cl
Largest force on an atom   4.90 eV/Å
LUMO energy   -0.3 eV
E   -60107.7812 eV

Atoms and positions in Å:
C1 0.0181 -0.4307 1.5943
Si1 0.7074 0.2052 -0.0403
Cl1 1.9610 1.6702 -0.0646
Cl2 1.9509 -1.8005 -1.2077
C2 -0.6547 0.4567 -1.3676
Cl3 -1.5583 -0.9907 -1.9369
Cl4 -1.9623 1.6537 -0.6970
H1 -0.5762 -1.3283 1.5057
H2 0.9294 -0.7042 2.3230
H3 -0.6833 0.4158 2.0871
H4 -0.1320 0.8528 -2.1960

This record from the OMol25 dataset describes a 2-piece molecular cluster, C3H12N2O overall at a distorted geometry. The level of theory is ωB97M-V/def2-TZVPD.

Properties
ΔE to the lowest compared entry with this formula, charge and spin   1.583 eV
E_HOMO   -9.09 eV
SMILES   NCCCN.O
Largest force on an atom   3.13 eV/Å
LUMO energy   0.8 eV
E   -8331.7389 eV

Atoms and positions in Å:
N1 -1.9611 -1.7188 1.7577
C1 -1.0702 -0.6318 1.3393
C2 0.3771 -1.0050 0.9552
C3 1.2837 0.0963 0.4414
N2 2.5990 -0.2811 -0.1370
H1 -1.6564 -2.6695 1.3466
H2 -2.9033 -1.6240 1.4389
H3 -1.4980 -0.2048 0.4841
H4 -1.0191 0.2886 1.9936
H5 0.0663 -1.8394 0.1189
H6 0.8248 -1.3273 1.9409
H7 0.6429 0.4216 -0.4061
H8 1.3629 0.8843 1.1579
H9 2.5332 -0.1512 -1.1289
H10 2.6642 -1.2314 0.0834
O1 -0.8654 3.0611 -3.3615
H11 -0.3526 3.1563 -4.2118
H12 -1.7499 3.0499 -3.6867

This record from the OMol25 dataset describes one molecule with the formula C2H6N2 at a distorted geometry. The level of theory is ωB97M-V/def2-TZVPD.

Properties
ΔE to the lowest compared entry with this formula, charge and spin   1.391 eV
E_HOMO   -9.00 eV
SMILES   [H]/N=C\NC
Largest force on an atom   2.99 eV/Å
LUMO energy   0.9 eV
E   -5150.5287 eV

Atoms and positions in Å:
H1 0.9528 0.0388 1.3280
N1 -0.0755 -0.0589 1.6568
C1 -0.8192 -0.1112 0.5847
N2 -0.3617 -0.1770 -0.7063
C2 0.9711 0.2819 -1.1221
H2 -1.9274 -0.2494 0.6345
H3 -0.9450 -0.3083 -1.4748
H4 0.9127 0.4922 -2.2246
H5 1.3280 1.2442 -0.6385
H6 1.8277 -0.5901 -1.0545

This record from the OMol25 dataset describes C35H30Br15N5O10 as an isolated structure at a distorted geometry. The level of theory is ωB97M-V/def2-TZVPD.

Properties
E_HOMO   -7.28 eV
Largest force on an atom   19.84 eV/Å
LUMO energy   -1.2 eV
E   -1115319.8719 eV

Atoms and positions in Å:
C1 17.4350 -14.0127 -9.0432
Br1 15.9496 -14.6375 -7.9473
Br2 18.0387 -12.1989 -8.6602
Br3 16.9451 -14.1320 -10.9352
H1 18.2060 -14.7494 -8.8495
C2 20.3223 -10.7291 -3.8187
Br4 19.5141 -9.0526 -3.3053
Br5 22.1499 -10.9184 -3.1507
Br6 20.2630 -11.2000 -5.7166
H2 19.7522 -11.5418 -3.3849
C3 25.3022 -15.2521 -3.2819
Br7 26.9435 -15.4889 -4.3712
Br8 24.9858 -13.4792 -2.6672
Br9 25.4241 -16.4487 -1.7405
H3 24.4565 -15.6310 -3.8445
C4 23.1465 -15.9108 -7.9261
Br10 23.5647 -14.0109 -7.9651
Br11 24.1210 -16.8382 -6.5017
Br12 23.3910 -16.7531 -9.6979
H4 22.1051 -16.0454 -7.6603
C5 20.2189 -18.2233 -3.9158
Br13 19.4407 -19.6437 -5.0310
Br14 22.1563 -18.2720 -4.1709
Br15 19.5161 -18.2426 -2.0878
H5 19.8035 -17.3639 -4.4260
C6 13.5677 -19.3188 -2.0097
C7 13.0838 -18.2243 -2.7049
C8 13.9418 -17.3952 -3.4137
C9 15.3159 -17.6345 -3.3564
C10 15.7729 -18.7779 -2.7254
C11 14.9233 -19.6900 -2.1045
N1 16.2316 -16.6836 -3.9752
O1 15.8574 -15.5352 -4.1158
O2 17.3460 -17.0944 -4.2164
H6 12.9301 -19.9430 -1.3978
H7 12.0214 -18.0850 -2.8521
H8 13.5355 -16.5302 -3.9182
H9 16.8334 -18.9627 -2.8427
H10 15.2095 -20.6280 -1.6551
C12 16.9666 -16.4434 -8.5016
C13 16.8656 -16.4836 -9.8896
C14 17.8216 -17.1800 -10.5913
C15 18.9375 -17.7163 -9.9312
C16 19.0264 -17.6498 -8.5479
C17 18.0745 -16.9967 -7.8372
N2 20.0061 -18.4083 -10.6621
O3 19.8758 -18.4646 -11.8755
O4 20.9791 -18.7556 -10.0425
H11 16.3001 -15.9161 -7.8290
H12 15.9847 -16.0352 -10.3260
H13 17.7700 -17.2906 -11.6654
H14 19.7533 -18.2048 -7.9673
H15 17.9821 -17.0125 -6.7593
C18 20.3089 -14.0991 -2.2876
C19 21.4359 -14.4194 -3.0321
C20 21.3158 -14.8719 -4.3288
C21 20.0618 -14.9860 -4.9294
C22 18.9484 -14.8149 -4.1474
C23 19.0638 -14.3550 -2.8367
N3 19.9091 -15.4578 -6.2947
O5 20.8475 -16.0579 -6.7928
O6 18.9092 -15.1128 -6.8899
H16 20.3736 -13.6227 -1.3205
H17 22.4431 -14.3090 -2.6444
H18 22.1993 -15.1529 -4.8887
H19 17.9725 -15.0396 -4.5604
H20 18.1118 -14.1715 -2.3563
C24 24.1216 -19.5556 0.8984
C25 24.5099 -18.2466 1.1515
C26 23.6732 -17.1587 0.9194
C27 22.3524 -17.4304 0.4856
C28 21.9612 -18.7448 0.2253
C29 22.8530 -19.7992 0.3948
N4 21.4400 -16.3176 0.2755
O7 21.8826 -15.1877 0.3961
O8 20.2880 -16.5800 0.0023
H21 24.8156 -20.3754 1.0212
H22 25.4815 -18.0723 1.5950
H23 23.9794 -16.1332 1.0544
H24 20.9605 -18.9748 -0.1098
H25 22.4300 -20.7777 0.2158
C30 15.5515 -13.2499 -0.9802
C31 16.2361 -13.6144 0.1654
C32 17.4880 -13.0622 0.4016
C33 18.0095 -12.0405 -0.3625
C34 17.2791 -11.6398 -1.4824
C35 16.0577 -12.2263 -1.7707
N5 19.3230 -11.4902 0.0025
O9 19.6802 -11.5898 1.1524
O10 19.9467 -10.8658 -0.8421
H26 14.5842 -13.7161 -1.1152
H27 15.9040 -14.3697 0.8626
H28 17.9748 -13.4452 1.2899
H29 17.6921 -10.8307 -2.0725
H30 15.5235 -11.8781 -2.6437